The following is a quantum chemistry calculation of a structure of composition C51H133BeN10O15 in a non-equilibrium geometry, from the OMol25 dataset.

Geometry as XYZ:
```
210
Properties=species:S:1:pos:R:3:forces:R:3
Be 13.762 -5.516 9.228 0.0 0.6 0.2
C 15.792 -2.028 3.272 -0.6 0.4 0.9
C 14.255 -2.135 3.566 1.8 -3.7 0.9
C 13.460 -2.336 2.291 -1.0 0.9 -0.2
O 13.973 -3.055 4.595 0.4 1.8 -1.8
H 16.041 -1.141 2.690 -0.2 -0.1 -0.1
H 16.126 -2.925 2.749 -0.2 0.0 -0.1
H 16.349 -1.963 4.206 -0.1 0.0 0.0
H 13.833 -1.236 4.016 -0.3 1.0 0.7
H 12.395 -2.484 2.475 0.1 -0.2 0.1
H 13.840 -3.115 1.629 0.2 0.0 0.3
H 13.540 -1.365 1.803 0.0 -0.1 -0.5
C 21.936 1.123 11.269 -0.7 -1.1 0.0
O 20.890 2.039 11.017 0.8 0.4 -0.5
C 20.465 2.724 12.154 -1.5 2.1 -0.3
C 19.752 4.118 11.757 0.6 -1.7 0.0
N 18.493 4.000 11.002 1.3 -0.8 -0.1
C 17.871 5.257 10.733 -1.9 0.0 0.0
C 16.691 5.077 9.739 0.4 0.1 -0.8
O 17.241 4.622 8.479 -0.6 0.2 -0.6
C 16.232 4.511 7.438 0.6 -0.5 1.2
H 21.522 0.286 11.831 -0.1 -0.3 0.2
H 22.791 1.443 11.865 0.0 0.8 -0.2
H 22.267 0.707 10.318 0.1 0.3 0.0
H 21.313 3.046 12.758 0.1 -0.2 0.3
H 19.758 2.119 12.722 0.0 -0.1 0.3
H 20.532 4.649 11.211 0.0 0.3 -0.3
H 19.579 4.677 12.676 -0.2 -0.1 0.1
H 18.697 3.613 10.091 0.2 -0.5 -0.1
H 18.481 6.059 10.316 0.5 0.0 -0.1
H 17.501 5.587 11.703 -0.3 0.5 -0.1
H 16.173 6.026 9.595 0.2 0.5 -0.1
H 15.867 4.405 9.978 0.3 -0.5 0.8
H 16.618 4.054 6.526 0.7 0.4 0.1
H 15.779 5.478 7.219 -0.1 0.0 0.0
H 15.495 3.776 7.763 -0.5 0.2 0.2
C 13.575 -3.032 -10.677 -0.6 -0.1 0.7
O 13.143 -3.460 -9.336 0.1 0.0 -2.0
C 14.090 -4.233 -8.642 0.0 -0.5 1.6
C 13.382 -4.977 -7.437 0.5 0.5 -1.3
N 12.831 -4.019 -6.523 0.0 0.9 -0.6
C 11.883 -4.568 -5.590 1.1 0.0 1.5
C 11.315 -3.450 -4.749 -1.0 0.1 0.3
O 10.300 -2.737 -5.465 0.7 0.8 1.1
C 10.664 -1.394 -5.773 -1.6 -0.2 -2.4
H 12.721 -2.653 -11.238 -0.3 0.1 0.6
H 13.936 -3.831 -11.326 0.3 -0.4 0.5
H 14.311 -2.229 -10.639 0.2 -0.1 0.3
H 14.860 -3.566 -8.256 0.2 0.1 0.3
H 14.638 -4.968 -9.232 -0.4 -0.2 -0.5
H 14.091 -5.622 -6.918 0.0 -0.2 -0.2
H 12.521 -5.520 -7.827 0.3 -0.8 -0.5
H 12.368 -3.406 -7.179 -0.5 0.7 0.3
H 12.471 -5.162 -4.890 0.3 -0.2 0.3
H 11.173 -5.314 -5.948 -0.6 0.4 -0.6
H 12.092 -2.794 -4.357 0.4 0.2 -0.7
H 10.879 -3.765 -3.801 -0.4 -0.7 -0.1
H 11.291 -1.435 -6.664 1.1 0.4 0.5
H 10.886 -0.617 -5.042 0.6 -0.8 0.7
H 9.787 -0.979 -6.269 -0.5 0.0 0.2
C 5.869 3.534 -1.386 0.6 0.1 0.4
O 6.774 3.012 -0.390 -1.4 -0.4 -0.8
C 6.269 1.783 0.129 1.0 -0.6 -0.1
C 7.253 1.324 1.157 -0.1 0.8 1.3
N 7.073 2.183 2.358 1.1 -1.3 0.5
C 8.242 1.991 3.257 -1.8 1.0 0.6
C 8.017 2.860 4.553 1.1 -0.9 -0.3
O 8.212 4.200 4.190 0.6 1.6 0.8
C 8.330 5.192 5.275 -0.5 -1.0 -0.9
H 5.674 2.845 -2.208 0.0 -0.5 0.2
H 6.344 4.385 -1.874 0.0 0.2 0.4
H 4.937 3.811 -0.895 -0.1 0.1 -0.2
H 6.160 1.005 -0.626 0.2 0.1 -0.6
H 5.310 1.784 0.646 -0.3 0.9 -0.1
H 8.297 1.355 0.846 0.1 0.2 -0.6
H 7.072 0.283 1.425 -0.3 -0.1 0.2
H 7.068 3.164 2.120 -0.1 0.1 -0.4
H 9.151 2.282 2.730 0.4 0.3 0.3
H 8.349 0.930 3.482 -0.2 0.0 0.3
H 8.724 2.541 5.318 0.7 0.1 0.1
H 7.078 2.689 5.080 -0.6 0.0 -0.6
H 8.585 6.165 4.854 -0.3 -0.2 -0.4
H 9.124 5.009 5.999 0.1 -0.7 0.0
H 7.367 5.247 5.781 0.0 0.1 0.2
C 10.845 -4.526 11.696 0.0 0.4 0.7
O 11.788 -3.734 11.019 0.5 -0.2 0.2
C 11.491 -2.355 11.068 0.8 0.2 -2.1
C 12.679 -1.592 10.441 0.6 -0.8 -0.1
N 13.982 -2.000 11.005 -1.4 1.2 0.1
C 15.104 -1.480 10.245 1.5 -1.5 1.6
C 16.311 -2.299 10.785 0.0 0.2 -1.5
O 16.118 -3.662 10.443 -2.2 1.4 -0.5
C 17.150 -4.464 10.781 2.2 -0.7 -0.1
H 11.169 -5.555 11.539 -0.5 0.0 0.2
H 9.803 -4.323 11.451 -0.1 -0.3 -0.9
H 10.833 -4.238 12.747 0.5 -0.4 0.4
H 11.203 -1.958 12.042 -0.1 -0.3 0.2
H 10.726 -2.279 10.295 -0.8 0.8 0.6
H 12.638 -0.511 10.578 -0.9 0.2 -0.3
H 12.740 -1.825 9.378 -0.4 0.1 -0.2
H 13.969 -1.331 11.761 0.5 -0.7 1.2
H 15.349 -0.453 10.517 -0.2 0.4 -0.5
H 15.023 -1.645 9.170 -0.1 0.1 0.0
H 16.540 -2.238 11.848 -0.5 0.3 0.2
H 17.166 -1.876 10.258 0.6 -0.3 -0.1
H 16.857 -5.503 10.631 0.1 0.0 0.3
H 17.559 -4.255 11.770 -0.4 -0.3 0.6
H 18.004 -4.236 10.143 0.3 -0.3 -0.4
C 8.094 -6.656 6.014 0.1 -0.7 -0.2
C 8.239 -7.917 6.891 -2.0 0.4 0.0
C 7.545 -9.205 6.278 -1.2 1.4 1.0
O 6.071 -9.164 6.330 1.5 0.3 0.4
C 5.537 -9.425 7.639 0.2 0.2 -0.6
N 9.639 -8.125 7.193 -0.1 -0.2 -0.6
H 8.414 -6.916 5.005 0.5 0.2 -0.2
H 8.715 -5.880 6.459 0.0 0.1 -0.3
H 7.088 -6.269 5.851 -0.2 -0.3 0.5
H 7.745 -7.656 7.827 -0.2 -0.3 0.2
H 7.885 -10.067 6.852 0.1 -0.3 -0.1
H 7.830 -9.269 5.228 -0.1 -0.3 0.0
H 6.031 -8.877 8.441 0.4 0.0 -0.1
H 5.583 -10.495 7.845 -0.1 -0.1 0.1
H 4.508 -9.066 7.649 0.0 -0.3 -0.2
H 9.699 -9.026 7.646 0.3 -0.2 0.3
H 10.029 -8.275 6.273 0.8 -0.1 -0.2
C 13.991 -13.238 4.298 1.1 0.7 0.8
C 12.549 -13.097 3.905 -0.1 -1.9 0.3
C 12.285 -12.133 2.788 0.4 -0.8 -0.9
O 12.783 -10.897 3.126 -0.2 2.2 0.2
C 12.460 -9.857 2.189 -0.2 0.2 1.4
N 12.108 -14.453 3.481 -0.6 0.5 -0.3
H 14.685 -13.671 3.578 -0.4 0.2 -0.6
H 14.154 -13.877 5.166 -0.5 -0.1 0.2
H 14.363 -12.260 4.606 0.2 0.1 -0.1
H 11.971 -12.790 4.776 0.0 0.4 0.2
H 11.224 -12.112 2.538 -0.4 0.1 0.1
H 12.808 -12.473 1.894 0.0 -0.4 -0.3
H 13.167 -9.853 1.360 -0.5 -0.1 -0.3
H 12.470 -8.897 2.705 1.1 0.1 0.4
H 11.391 -9.795 1.986 -0.1 -1.0 -1.0
H 11.196 -14.343 3.062 -0.3 -0.1 -0.5
H 11.881 -15.022 4.284 0.4 -0.1 0.4
C 22.334 -4.386 -3.897 -0.6 -0.5 0.3
C 21.502 -5.023 -5.013 -0.5 0.2 -0.4
C 20.321 -5.879 -4.475 0.2 0.5 0.6
O 19.499 -5.131 -3.538 -0.3 -1.8 -0.5
C 18.444 -5.990 -3.013 0.5 1.3 0.2
N 21.050 -3.977 -5.923 -0.2 0.4 0.2
H 21.636 -3.945 -3.184 0.0 0.0 0.2
H 23.009 -3.582 -4.191 0.0 -0.3 -0.5
H 22.884 -5.188 -3.404 0.1 0.2 0.2
H 22.111 -5.678 -5.636 0.2 -0.3 0.2
H 20.698 -6.783 -3.996 0.2 -0.1 0.4
H 19.705 -6.264 -5.287 -0.1 0.3 -0.4
H 17.604 -6.137 -3.692 0.2 0.1 -0.4
H 18.062 -5.445 -2.150 0.0 -0.1 0.1
H 18.791 -6.967 -2.675 0.4 0.0 -0.1
H 20.493 -3.340 -5.372 -0.1 0.4 0.0
H 20.409 -4.347 -6.610 0.0 -0.2 -0.2
C 17.577 0.944 -2.253 -0.3 0.8 0.1
C 16.218 0.768 -2.930 0.7 -1.5 2.1
C 15.490 2.010 -3.411 0.6 0.2 -0.5
O 15.232 3.047 -2.449 -0.1 -0.7 -0.3
C 14.442 2.586 -1.364 -0.2 0.2 -0.4
N 16.356 -0.264 -3.951 -0.4 -0.1 -1.4
H 18.252 1.488 -2.913 0.4 -0.5 -0.1
H 17.902 -0.042 -1.921 0.5 0.0 -0.4
H 17.546 1.525 -1.331 -0.4 0.3 0.0
H 15.671 0.200 -2.178 -0.8 0.8 0.7
H 14.620 1.653 -3.961 -0.7 0.2 0.3
H 16.095 2.461 -4.198 0.2 0.2 0.1
H 14.109 3.390 -0.707 0.8 0.4 -0.1
H 15.024 1.847 -0.814 -0.4 -0.2 0.3
H 13.477 2.227 -1.722 0.0 -0.8 -0.2
H 17.028 -0.977 -3.705 0.6 0.4 0.2
H 15.505 -0.808 -3.932 -0.4 0.1 -0.5
C 22.843 -1.358 4.771 -0.1 0.1 -0.4
C 22.904 0.180 4.631 0.4 -0.3 1.8
C 22.737 0.699 3.234 1.2 -0.3 0.2
O 24.005 0.422 2.616 -0.6 0.9 -1.5
C 24.037 0.777 1.202 -0.7 -0.3 0.8
N 21.959 0.801 5.538 -1.5 0.1 0.3
H 22.023 -1.782 4.191 0.1 0.1 -0.5
H 22.616 -1.760 5.758 0.3 0.6 0.4
H 23.800 -1.780 4.464 -0.2 -0.1 -0.2
H 23.880 0.509 4.986 0.5 -0.2 -0.5
H 22.576 1.776 3.290 -0.1 0.2 -0.2
H 21.878 0.218 2.766 0.0 -0.1 -0.5
H 23.394 0.071 0.676 0.5 -0.4 -0.3
H 25.063 0.845 0.838 -0.1 -0.6 0.2
H 23.580 1.728 0.931 -0.1 0.5 0.7
H 21.774 1.779 5.363 0.2 0.0 -0.2
H 22.234 0.728 6.507 0.1 -0.2 -0.1
C 19.142 -8.968 6.090 -0.4 -0.2 -0.3
C 18.588 -7.845 5.163 -0.3 0.0 1.4
C 19.136 -7.872 3.743 1.4 0.1 0.2
O 20.528 -7.503 3.879 -0.1 -0.6 -0.6
C 21.207 -7.260 2.644 -0.4 0.1 0.1
N 17.100 -7.778 5.283 1.2 -0.4 -0.3
H 20.132 -8.744 6.489 -0.1 0.2 -0.2
H 19.208 -9.962 5.647 0.0 0.0 -0.5
H 18.457 -9.110 6.926 0.0 0.3 0.1
H 18.944 -6.947 5.669 0.1 0.3 -0.4
H 18.656 -7.209 3.023 -0.3 0.5 0.3
H 19.051 -8.859 3.289 0.1 -0.4 0.1
H 22.290 -7.291 2.762 -0.1 0.2 0.5
H 20.893 -6.280 2.283 0.2 0.2 -0.2
H 21.012 -7.985 1.853 -0.4 -0.3 0.1
H 16.807 -6.930 4.819 -0.3 0.0 -0.2
H 16.766 -8.570 4.752 -0.6 -0.1 -0.1
```
Forces are in eV/Å.

Results
- ΔE to the lowest compared entry with this formula, charge and spin: 221.6 kcal per mole
- 2S+1: 1
- E_HOMO: -0.36930 hartree
- Total charge: +1
- E_LUMO: -8.50 eV
- HOMO-LUMO gap: 1.6 eV

Results of the Mulliken charge analysis, in e, for atoms 1 through 99: Be 0.571; C -1.126; C 0.598; C -1.114; O -0.272; H 0.365; H 0.327; H 0.320; H 0.207; H 0.335; H 0.338; H 0.334; C -0.733; O -0.237; C -0.524; C -0.807; N -0.329; C -0.658; C -0.629; O -0.301; C -0.727; H 0.317; H 0.313; H 0.187; H 0.378; H 0.319; H 0.362; H 0.445; H 0.253; H 0.322; H 0.408; H 0.422; H 0.388; H 0.260; H 0.284; H 0.290; C -0.778; O -0.330; C -0.641; C -0.645; N -0.236; C -0.676; C -0.540; O -0.370; C -0.709; H 0.265; H 0.305; H 0.305; H 0.326; H 0.469; H 0.362; H 0.370; H 0.190; H 0.365; H 0.423; H 0.217; H 0.469; H 0.241; H 0.297; H 0.322; C -0.757; O -0.305; C -0.605; C -0.647; N -0.399; C -0.700; C -0.605; O -0.289; C -0.747; H 0.306; H 0.245; H 0.311; H 0.478; H 0.347; H 0.367; H 0.336; H 0.291; H 0.368; H 0.408; H 0.407; H 0.352; H 0.247; H 0.290; H 0.299; C -0.762; O -0.188; C -0.705; C -0.712; N -0.265; C -0.645; C -0.744; O -0.167; C -0.763; H 0.198; H 0.314; H 0.327; H 0.433; H 0.362; H 0.460